<P>
One molecule with the formula C4H4OS2. Source: the OMol25 dataset; level of theory: ωB97M-V with the def2-TZVPD basis set.

Positions of all 11 atoms, in Å:
O: 1.90018 -1.83835 -0.46356
C: 0.73217 -1.38430 -0.39451
C: 0.51709 -0.22453 0.65025
C: 0.11325 0.92387 -0.03180
S: 1.04845 2.21181 -0.26453
C: -1.29133 1.04338 -0.33647
S: -2.22330 -0.17889 -0.17501
H: -0.25336 -1.65142 -0.86264
H: -0.25578 -0.72575 1.32577
H: 1.33747 -0.02018 1.35499
H: -1.62484 1.84436 -0.80248

total charge: 0
E_HOMO: -9.21 eV
SMILES: O=CCC(=S)C=S

Atomic partial charges in e from the Mulliken method, atoms 1 to 8: atom 1 (O): -0.48, atom 2 (C): 0.26, atom 3 (C): -0.71, atom 4 (C): 0.33, atom 5 (S): -0.22, atom 6 (C): -0.29, atom 7 (S): -0.29, atom 8 (H): 0.23

=====

<Q>
One molecule with the formula C4H4OS2. Source: the OMol25 dataset; level of theory: ωB97M-V with the def2-TZVPD basis set.

Positions of all 11 atoms, in Å:
S: -3.07255 0.09505 -0.14147
C: -1.47170 -0.11698 0.21995
S: -0.55668 -1.65188 0.12594
C: 1.18035 -0.75960 -0.16345
C: 0.48593 0.55848 -0.51718
O: 0.23570 1.91352 0.02381
C: -0.36880 0.82017 0.66568
H: 1.68050 -0.71922 0.74727
H: 1.68879 -1.26580 -1.00758
H: 0.13451 0.50798 -1.57584
H: 0.06395 0.61828 1.62287

total charge: 0
E_HOMO: -8.79 eV
SMILES: S=C1SC[C@@H]2O[C@@H]12

Atomic partial charges in e from the Mulliken method, atoms 1 to 8: atom 1 (S): -0.22, atom 2 (C): 0.01, atom 3 (S): -0.04, atom 4 (C): -0.70, atom 5 (C): 0.02, atom 6 (O): -0.39, atom 7 (C): 0.02, atom 8 (H): 0.37

=====

<R>
C4H4OS2 as an isolated structure. Source: the OMol25 dataset; level of theory: ωB97M-V with the def2-TZVPD basis set.

Positions of all 11 atoms, in Å:
C: -1.29350 0.77911 -0.19159
C: 0.00300 0.23485 0.36499
C: 0.29758 -1.24603 0.13867
C: 1.28371 0.72284 -0.29675
H: -1.37920 1.85802 -0.20738
H: 0.07570 0.50275 1.44226
H: 0.35041 -1.84153 1.02584
H: -0.42991 -1.76777 -0.55353
O: 1.73120 1.82532 -0.49166
S: -2.55532 -0.17494 -0.59850
S: 1.91632 -0.89262 -0.63235

total charge: 0
E_HOMO: -9.18 eV

Atomic partial charges in e from the Mulliken method, atoms 1 to 8: atom 1 (C): -0.45, atom 2 (C): 0.19, atom 3 (C): -0.58, atom 4 (C): 0.40, atom 5 (H): 0.34, atom 6 (H): 0.33, atom 7 (H): 0.34, atom 8 (H): 0.34

=====

Stability summary - winner: <R>; margin: 0.0715 hartree.

=====

<P>
C2H6N2O2 as an isolated structure. Source: the OMol25 dataset; level of theory: ωB97M-V with the def2-TZVPD basis set.

Positions of all 12 atoms, in Å:
C: 0.64737 0.27781 -0.50370
N: -0.45477 0.96105 -0.20587
N: 1.86842 0.59202 -0.07278
C: -1.62040 -0.15565 -0.05194
O: -0.37510 -1.22485 0.78076
O: -2.06454 -0.66382 -1.05834
H: -0.59076 -2.12529 0.49900
H: -0.37487 1.52740 0.63363
H: 0.57297 -0.42399 -1.32373
H: 1.97598 1.11743 0.78171
H: 2.62855 -0.02949 -0.29830
H: -2.21285 0.14739 0.81956

total charge: 0
E_HOMO: -8.96 eV

Atomic partial charges in e from the Mulliken method, atoms 1 to 8: atom 1 (C): 0.18, atom 2 (N): -0.38, atom 3 (N): -0.36, atom 4 (C): 0.22, atom 5 (O): -0.71, atom 6 (O): -0.56, atom 7 (H): 0.26, atom 8 (H): 0.28

=====

<Q>
C2H6N2O2 as an isolated structure. Source: the OMol25 dataset; level of theory: ωB97M-V with the def2-TZVPD basis set.

Positions of all 12 atoms, in Å:
C: -1.47024 -0.40566 -0.13289
N: -0.48999 0.65801 0.06700
C: 1.01744 0.50438 -0.32166
N: 1.54640 -0.68967 0.08760
O: 0.12463 0.75175 1.32080
O: 1.42540 1.25671 -1.16900
H: -0.83937 1.57362 -0.23044
H: 2.51189 -0.81881 -0.16915
H: 1.26462 -0.82584 1.07999
H: -2.31862 -0.22946 0.52835
H: -1.01608 -1.36014 0.12287
H: -1.75607 -0.41489 -1.18346

total charge: 0
E_HOMO: -9.06 eV

Atomic partial charges in e from the Mulliken method, atoms 1 to 8: atom 1 (C): -0.76, atom 2 (N): 0.22, atom 3 (C): 0.50, atom 4 (N): -0.43, atom 5 (O): -0.72, atom 6 (O): -0.58, atom 7 (H): 0.32, atom 8 (H): 0.26

=====

<R>
One molecule with the formula C2H6N2O2. Source: the OMol25 dataset; level of theory: ωB97M-V with the def2-TZVPD basis set.

Positions of all 12 atoms, in Å:
C: -0.80468 -0.95739 -0.01307
C: 0.08961 0.21891 -0.53955
N: -0.44833 1.54693 0.08045
N: 1.44874 -0.07859 -0.00704
O: 1.70348 0.35831 1.07260
O: 2.16266 -0.76534 -0.71077
H: -0.56140 -1.23638 0.98558
H: -1.78524 -0.65058 0.11414
H: -0.65441 -1.82011 -0.62880
H: 0.03891 0.36810 -1.64386
H: 0.18596 1.76494 0.76253
H: -1.37530 1.25119 0.52779

total charge: 0
E_HOMO: -10.31 eV
SMILES: C[C@@H](N)[N+](=O)[O-]

Atomic partial charges in e from the Mulliken method, atoms 1 to 8: atom 1 (C): -1.41, atom 2 (C): 0.29, atom 3 (N): -0.65, atom 4 (N): 0.87, atom 5 (O): -0.56, atom 6 (O): -0.55, atom 7 (H): 0.40, atom 8 (H): 0.42

=====

Stability summary - winner: <P>; margin: 0.0330 hartree.

=====

<P>
A 2-piece molecular cluster, CH4BrP overall. Source: the OMol25 dataset; level of theory: ωB97M-V with the def2-TZVPD basis set.

Positions of all 7 atoms, in Å:
C: -0.45095 -0.23334 0.51697
P: 0.51287 0.52122 -0.74859
Br: 2.45078 -0.30458 -0.10370
H: -1.39173 -0.72670 0.17393
H: -1.56640 1.35369 0.43963
H: -0.00542 -0.27346 1.54852
H: 0.45086 -0.33683 -1.82676

total charge: 0
E_HOMO (alpha / beta): -8.69 / -8.69 eV

The Mulliken scheme yields these atomic charges, measured in e: atom 1 (C): -0.74, atom 2 (P): 0.12, atom 3 (Br): -0.20, atom 4 (H): 0.38, atom 5 (H): 0.10, atom 6 (H): 0.30, atom 7 (H): 0.05

=====

<Q>
CH4BrP as an isolated structure. Source: the OMol25 dataset; level of theory: ωB97M-V with the def2-TZVPD basis set.

Positions of all 7 atoms, in Å:
C: -0.61055 0.16755 -0.33975
P: 0.57468 -1.11839 0.00389
Br: 2.40601 0.28381 0.06947
H: -0.72132 0.53683 -1.42070
H: -0.57130 1.29362 0.50424
H: -1.62319 -0.04253 -0.22652
H: 0.54567 -1.12089 1.40938

total charge: 0
E_HOMO: -9.52 eV

The Mulliken scheme yields these atomic charges, measured in e: atom 1 (C): -0.88, atom 2 (P): 0.05, atom 3 (Br): -0.20, atom 4 (H): 0.32, atom 5 (H): 0.25, atom 6 (H): 0.38, atom 7 (H): 0.07

=====

Stability summary - winner: <Q>; margin: 0.0927 hartree.

=====

<P>
One molecule with the formula C8H8N2. Source: the OMol25 dataset; level of theory: ωB97M-V with the def2-TZVPD basis set.

Positions of all 18 atoms, in Å:
C: -3.22609 0.20234 -0.06830
C: -1.50391 0.26970 0.03185
C: -0.56932 1.34056 0.13314
C: 0.76007 0.77959 0.11151
C: 2.12478 1.31829 0.16866
N: 3.16853 0.58798 0.00097
C: 2.91802 -0.78036 -0.08095
C: 1.69676 -1.45394 -0.12298
N: 0.57465 -0.59694 -0.04149
C: -0.77714 -0.91702 0.00335
H: -3.48089 -0.82844 0.42282
H: -3.78523 0.17736 -1.03585
H: -3.64506 0.98766 0.47452
H: -0.81636 2.35202 0.03507
H: 2.26229 2.45902 0.31615
H: 3.85815 -1.45146 -0.20731
H: 1.46355 -2.48851 -0.03716
H: -1.02279 -1.95783 -0.10399

total charge: 0
E_HOMO: -7.96 eV
SMILES: Cc1cc2cnccn2c1

Atomic partial charges in e from the Mulliken method, atoms 1 to 8: atom 1 (C): -1.00, atom 2 (C): 0.57, atom 3 (C): -1.09, atom 4 (C): 0.72, atom 5 (C): -0.22, atom 6 (N): -0.55, atom 7 (C): -0.24, atom 8 (C): -0.23

=====

<Q>
One molecule with the formula C8H8N2. Source: the OMol25 dataset; level of theory: ωB97M-V with the def2-TZVPD basis set.

Positions of all 18 atoms, in Å:
C: -2.54399 -0.62792 0.38769
C: -1.48743 -1.00231 -0.36126
C: -0.63371 0.21494 -0.73070
N: 0.81114 0.03265 -0.26086
C: 1.57600 -1.09702 0.06930
C: 2.83719 -0.60799 0.46802
C: 2.79332 0.74029 0.18606
N: 1.60938 1.11020 -0.24406
C: -1.46566 1.38301 -0.12521
C: -2.50827 0.82779 0.54444
H: -3.16566 -1.38121 0.70242
H: -1.37107 -2.05517 -0.57903
H: -0.41093 0.19817 -1.88450
H: 1.05315 -1.99049 0.05375
H: 3.60891 -1.14801 0.81743
H: 3.47304 1.57338 0.27222
H: -1.05383 2.31006 -0.32767
H: -3.12158 1.51964 1.01195

total charge: 0
E_HOMO: -8.94 eV
SMILES: C1=CC(n2cccn2)C=C1

Atomic partial charges in e from the Mulliken method, atoms 1 to 8: atom 1 (C): -0.54, atom 2 (C): -0.72, atom 3 (C): 0.48, atom 4 (N): 0.70, atom 5 (C): -0.17, atom 6 (C): -0.90, atom 7 (C): -0.14, atom 8 (N): -0.94

=====

Stability summary - winner: <P>; margin: 0.0411 hartree.

=====

<P>
One molecule with the formula C4H9N3O. Source: the OMol25 dataset; level of theory: ωB97M-V with the def2-TZVPD basis set.

Positions of all 17 atoms, in Å:
C: -1.30745 0.38961 -1.32715
N: 1.98364 0.03909 0.23190
C: 1.31891 0.80613 -0.56248
C: -0.22793 -0.68095 1.01479
N: -0.04271 -0.07448 2.18662
C: -0.50901 -1.89874 0.59509
O: -0.36521 0.51103 -0.27331
N: 1.54840 1.79547 -1.31046
H: 2.95008 -0.09311 -0.03427
H: 0.51339 0.77016 2.17704
H: -0.80639 -0.09628 2.84727
H: 0.71583 2.27030 -1.63907
H: -2.25033 0.01428 -0.93049
H: -1.53335 1.37652 -1.73411
H: -0.92875 -0.29586 -2.08961
H: -0.69242 -2.12008 -0.44198
H: -0.36670 -2.71308 1.29023

total charge: 0
E_HOMO: -7.83 eV

Atomic partial charges in e from the Mulliken method, atoms 1 to 8: atom 1 (C): -0.80, atom 2 (N): -0.67, atom 3 (C): 0.72, atom 4 (C): 0.45, atom 5 (N): -0.42, atom 6 (C): -0.67, atom 7 (O): -0.34, atom 8 (N): -0.75

=====

<Q>
C4H9N3O as an isolated structure. Source: the OMol25 dataset; level of theory: ωB97M-V with the def2-TZVPD basis set.

Positions of all 17 atoms, in Å:
C: 0.71859 -1.75744 -0.60182
C: 0.24917 -0.69220 0.34719
N: 1.12867 -0.27980 1.29627
O: -1.03212 -0.78742 0.75932
H: 0.70189 0.13631 2.11422
H: 1.93952 0.24203 0.99361
H: 1.74317 -1.57959 -0.92443
H: 0.04943 -1.80928 -1.45829
H: 0.67474 -2.71991 -0.08515
C: -1.67711 0.48986 0.18546
C: 0.01513 0.91445 -0.88830
N: -2.19514 1.34728 0.95751
N: 0.81437 1.83750 -0.57413
H: -1.84915 1.39882 1.90797
H: 1.16985 2.37176 -1.36815
H: -2.17991 0.18578 -0.72839
H: -0.27108 0.70185 -1.93289

total charge: 0
E_HOMO: -8.11 eV

Atomic partial charges in e from the Mulliken method, atoms 1 to 8: atom 1 (C): -1.15, atom 2 (C): 0.70, atom 3 (N): -0.44, atom 4 (O): -0.47, atom 5 (H): 0.23, atom 6 (H): 0.25, atom 7 (H): 0.32, atom 8 (H): 0.32

=====

Stability summary - winner: <Q>; margin: 0.0128 hartree.

=====

<P>
One molecule with the formula C4H9N3O. Source: the OMol25 dataset; level of theory: ωB97M-V with the def2-TZVPD basis set.

Positions of all 17 atoms, in Å:
H: 2.67411 -0.24476 -0.64455
N: 2.12922 -1.17606 -0.78603
C: 1.02052 -1.29136 -0.36980
N: 0.10470 -0.49102 0.39956
C: 0.81953 0.54081 1.06573
C: 0.90261 1.83274 0.11379
O: 0.26982 1.69422 -0.97798
N: -1.26112 -0.64300 0.59324
C: -2.15360 -0.08885 -0.58591
H: 0.53517 -2.48200 -0.55446
H: 0.40037 0.97666 1.95508
H: 1.75674 -0.20823 1.23816
H: 1.48176 2.73427 0.42077
H: -1.28770 -1.75856 0.92785
H: -3.09897 0.29870 -0.26294
H: -1.82458 0.87496 -0.92787
H: -2.46858 -0.56849 -1.60464

total charge: 0
E_HOMO: -8.90 eV
SMILES: [H]/N=C\N(CC=O)NC

Atomic partial charges in e from the Mulliken method, atoms 1 to 8: atom 1 (H): 0.27, atom 2 (N): -0.52, atom 3 (C): 0.15, atom 4 (N): 0.50, atom 5 (C): -0.92, atom 6 (C): 0.01, atom 7 (O): -0.49, atom 8 (N): -0.69

=====

<Q>
One molecule with the formula C4H9N3O. Source: the OMol25 dataset; level of theory: ωB97M-V with the def2-TZVPD basis set.

Positions of all 17 atoms, in Å:
H: 2.06304 1.91815 0.86753
N: 1.66065 0.97657 0.54046
C: 0.42391 1.02991 0.08808
N: -0.39537 1.98827 -0.18977
C: -0.05080 -0.25696 -0.31508
C: -1.53266 -0.34382 -0.58985
C: -2.41206 -0.80097 0.79480
N: 0.63508 -1.29509 -0.43105
O: 1.97081 -1.56719 0.05779
H: -1.21876 1.89664 -0.92486
H: 0.16945 2.83260 -0.33306
H: -1.97941 0.76506 -0.99889
H: -1.30903 -1.14593 -1.44276
H: -3.35313 -0.78753 0.29917
H: -2.12155 -1.81967 1.23982
H: -2.29115 0.01202 1.44922
H: 2.40117 -0.59110 0.07633

total charge: 0
E_HOMO: -9.30 eV
SMILES: [H]/N=C(N)/C(CC)=N\O

Atomic partial charges in e from the Mulliken method, atoms 1 to 8: atom 1 (H): 0.18, atom 2 (N): -0.67, atom 3 (C): 0.44, atom 4 (N): -0.43, atom 5 (C): 0.52, atom 6 (C): -0.40, atom 7 (C): -0.92, atom 8 (N): -0.59

=====

<R>
One molecule with the formula C4H9N3O. Source: the OMol25 dataset; level of theory: ωB97M-V with the def2-TZVPD basis set.

Positions of all 17 atoms, in Å:
C: -0.05120 1.70262 -2.11447
C: 0.34312 0.86558 -1.20580
C: 0.89992 0.01974 -0.35702
N: 1.94337 0.35649 0.53313
N: 0.25249 -1.20412 -0.12131
N: 0.63660 -1.83684 1.01315
O: -1.32515 -0.89252 -0.30254
C: -1.87916 -0.12410 0.72547
H: 0.31459 1.64571 -3.13317
H: -0.77430 2.48188 -1.90837
H: 2.61259 -0.39848 0.62052
H: 2.39254 1.22968 0.29529
H: 0.51553 -1.30935 1.88005
H: 0.25980 -2.77498 1.05537
H: -1.29772 0.79160 0.91659
H: -2.90006 0.13994 0.43508
H: -1.94296 -0.69284 1.66805

total charge: 0
E_HOMO: -7.84 eV
SMILES: C=C=C(N)N(N)OC

Atomic partial charges in e from the Mulliken method, atoms 1 to 8: atom 1 (C): -0.86, atom 2 (C): 0.49, atom 3 (C): 0.08, atom 4 (N): -0.51, atom 5 (N): 0.13, atom 6 (N): -0.57, atom 7 (O): -0.38, atom 8 (C): -0.62

=====

<S>
One molecule with the formula C4H9N3O. Source: the OMol25 dataset; level of theory: ωB97M-V with the def2-TZVPD basis set.

Positions of all 17 atoms, in Å:
C: -2.12737 -1.15393 0.10412
C: -0.85562 -0.40284 0.02242
C: 0.46228 -0.58525 -0.19865
N: 1.37751 -1.60895 -0.32336
N: 0.72302 0.80946 -0.30254
C: 1.75131 1.46330 0.47111
N: -0.65880 1.02314 0.14047
O: -1.37498 1.86544 -0.69902
H: -2.87562 -0.71740 -0.55891
H: -1.96022 -2.18868 -0.18550
H: -2.52790 -1.12817 1.11856
H: 2.30949 -1.35629 -0.02483
H: 1.06406 -2.47663 0.08713
H: 2.71797 1.23545 0.02266
H: 1.75092 1.15981 1.52482
H: 1.57669 2.53569 0.41229
H: -1.35275 1.52583 -1.61076

total charge: 0
E_HOMO: -7.54 eV
SMILES: Cc1c(N)n(C)n1O

Atomic partial charges in e from the Mulliken method, atoms 1 to 8: atom 1 (C): -1.06, atom 2 (C): -0.03, atom 3 (C): 0.54, atom 4 (N): -0.52, atom 5 (N): -0.14, atom 6 (C): -0.87, atom 7 (N): -0.13, atom 8 (O): -0.40

=====

Stability summary - winner: <S>; margin: 0.0399 hartree.